DFT (ωB97M-V/def2-TZVPD) results for a single C30H26N4O6 molecule.

Positions of all 66 atoms, in Å:
C: -8.8466 -2.5792 -2.5479
H: -8.7894 -1.6317 -3.0932
O: -8.7978 -2.3783 -1.1558
C: -7.6870 -1.8025 -0.6209
C: -6.5761 -1.3798 -1.3420
C: -5.4951 -0.8048 -0.6961
C: -5.5049 -0.6438 0.6821
C: -6.6188 -1.0656 1.4068
C: -7.6944 -1.6365 0.7657
H: -8.5591 -1.9667 1.3186
H: -6.6387 -0.9459 2.4810
N: -4.4398 -0.0648 1.3935
C: -3.2441 0.3676 0.9237
O: -2.8830 0.3510 -0.2295
C: -2.3464 0.9053 2.0513
N: -1.1036 1.4048 1.5085
C: -0.0005 0.5962 1.6953
O: -0.0560 -0.3971 2.3883
N: 1.1735 0.9994 1.0898
C: 1.3392 2.1382 0.3130
O: 2.4138 2.4146 -0.1767
C: 0.1289 2.9378 0.1395
C: 0.1927 4.0957 -0.6363
C: -0.9312 4.8643 -0.8345
C: -2.1328 4.4714 -0.2570
C: -2.2137 3.3300 0.5133
C: -1.0801 2.5412 0.7251
H: -3.1670 3.0510 0.9306
H: -3.0219 5.0642 -0.4123
H: -0.8843 5.7589 -1.4351
H: 1.1458 4.3574 -1.0696
C: 2.3078 0.1438 1.2866
C: 2.2606 -1.1679 0.8441
C: 3.3414 -2.0012 1.0656
C: 4.4768 -1.5369 1.7184
C: 4.5174 -0.2099 2.1309
C: 3.4384 0.6280 1.9259
H: 3.4727 1.6550 2.2548
H: 5.4039 0.1652 2.6193
C: 5.6752 -2.4205 1.9205
C: 6.7275 -2.0249 0.8838
O: 7.7900 -1.5225 1.1678
N: 6.3464 -2.3076 -0.3853
H: 5.3923 -2.6029 -0.5323
C: 6.9925 -1.6850 -1.5217
C: 6.0945 -0.6457 -2.1143
C: 5.8087 -0.2978 -3.4010
C: 4.8559 0.7491 -3.3221
C: 4.6299 0.9542 -1.9971
O: 5.3746 0.1145 -1.2601
H: 3.9839 1.6248 -1.4660
H: 4.4049 1.2693 -4.1420
H: 6.2254 -0.7272 -4.2892
H: 7.9169 -1.2375 -1.1394
H: 7.2437 -2.4323 -2.2804
H: 5.4126 -3.4716 1.7943
H: 6.1060 -2.2717 2.9105
H: 3.2881 -3.0307 0.7379
H: 1.3787 -1.5356 0.3429
H: -2.0794 0.0776 2.7178
H: -2.8540 1.6838 2.6274
H: -4.5869 -0.0216 2.3929
H: -4.6399 -0.4838 -1.2661
H: -6.5336 -1.4911 -2.4134
H: -9.8092 -3.0489 -2.7436
H: -8.0450 -3.2432 -2.8866

Values from the calculation:
- Structure (SMILES): COc1ccc(NC(=O)Cn2c(=O)n(-c3ccc(CC(=O)NCc4ccco4)cc3)c(=O)c3ccccc32)cc1
- Total energy: -1829.3569 Ha
- F_max: 0.019 Eh/bohr
- Total charge: 0
- Gap between HOMO and LUMO: 8.44 eV